Record 1
A molecular structure, C6H31O17Zn2. Source: the Open Molecules 2025 dataset; level of theory: wB97M-V/def2-TZVPD.

CARTESIAN COORDINATES (ANGSTROEM)
Zn: -2.5088 4.1989 -1.9334
Zn: 1.6424 5.3116 3.6847
C: 0.6811 -0.6056 0.6781
C: 0.0873 0.8049 0.9114
O: -0.8922 1.0741 0.1567
O: 0.6464 1.7482 1.6134
H: 0.5925 -1.2663 1.5404
H: 1.7613 -0.5422 0.5471
H: 0.2688 -1.0887 -0.2078
C: -8.8307 1.7751 -1.7289
C: -7.7266 2.4683 -2.5139
O: -7.8971 2.6222 -3.7363
O: -6.6451 2.7453 -1.9276
H: -8.3234 0.9066 -1.3087
H: -9.5925 1.2867 -2.3365
H: -9.2561 2.3662 -0.9179
C: -0.3926 -6.9373 0.9973
C: 0.1635 -7.7365 2.1764
O: 0.5061 -7.2409 3.2383
O: 0.3195 -8.9607 2.0758
H: -1.0524 -6.0817 1.1414
H: -0.9175 -7.5796 0.2902
H: 0.4423 -6.4861 0.4611
O: -4.9551 -1.6751 -1.3745
H: -5.2099 -1.6880 -0.4519
H: -4.1654 -1.1346 -1.3978
O: 0.4288 3.7105 6.5838
H: 0.4376 3.9570 7.5086
H: 0.3536 2.7563 6.5904
O: 4.6240 3.5551 4.2916
H: 5.1008 3.1982 5.0410
H: 5.0294 3.1407 3.5299
O: 0.7668 4.8038 -2.3777
H: 1.1511 5.6582 -2.1812
H: 1.5133 4.2540 -2.6158
O: 2.1706 -3.1615 -3.8718
H: 2.3041 -4.0740 -4.1283
H: 1.4945 -2.8409 -4.4688
O: -2.1641 2.0961 -4.6703
H: -1.6901 1.3753 -5.0851
H: -2.9515 2.2041 -5.2039
O: 7.1318 -1.0706 1.4155
H: 6.4955 -0.4232 1.1118
H: 6.8668 -1.8858 0.9895
O: -3.5194 1.3550 4.3136
H: -2.8830 1.7525 3.7192
H: -3.9378 0.6690 3.7934
O: 5.6923 2.7718 0.2744
H: 4.8868 2.8576 -0.2355
H: 6.3808 3.0910 -0.3091
O: 5.4012 -4.0873 -1.0983
H: 5.0837 -4.5711 -0.3358
H: 4.6473 -3.5733 -1.3874
O: 3.4210 1.6356 -3.3185
H: 3.1083 0.7381 -3.4321
H: 3.9096 1.8227 -4.1201

Results
Spin multiplicity: 1
Charge: +1
Energy in hartree: -5084.11819

Record 2
10 unconnected molecules or ions with the total composition C6H32N2O9. Source: the Open Molecules 2025 dataset; level of theory: wB97M-V/def2-TZVPD.

CARTESIAN COORDINATES (ANGSTROEM)
C: -2.9174 0.3956 -0.2101
N: -1.7742 -0.3059 0.5508
C: -0.3849 -0.1613 -0.0067
C: 0.0573 1.3854 0.1767
C: 1.6705 1.4510 0.4200
C: 2.2865 2.6853 -0.2426
C: 1.1869 3.2023 -1.0695
N: -0.0526 2.4372 -0.8813
H: -3.2727 -0.0800 -1.0631
H: -2.4608 1.3116 -0.6928
H: -3.6292 0.8811 0.4062
H: -2.1629 -1.1830 0.8566
H: 0.3706 -0.7439 0.4646
H: -0.4492 -0.3163 -1.0839
H: -0.3874 1.7534 1.0793
H: 1.9171 1.4690 1.6025
H: 2.1500 0.4782 -0.0858
H: 2.8247 3.3874 0.4046
H: 3.2365 2.2749 -0.8110
H: 0.8781 4.2743 -0.7163
H: 1.3076 3.2801 -2.0975
H: -0.8478 3.0397 -1.2758
O: 2.1736 -1.3132 1.1693
H: 1.4431 -0.8135 1.5927
H: 2.8508 -1.0200 1.8593
O: -2.1730 1.1571 -3.2101
H: -2.2006 1.6834 -3.9592
H: -1.5323 0.4172 -3.3652
O: -2.0253 -3.0363 2.2877
H: -2.8906 -3.4952 1.9401
H: -1.1828 -3.4000 2.0984
O: 1.5038 0.6473 -3.3364
H: 2.4301 0.6990 -3.3633
H: 1.1887 1.0247 -2.5711
O: 0.3198 -4.0851 1.6259
H: 1.1086 -4.5921 1.4776
H: 0.4110 -3.1828 1.3165
O: -0.5944 -1.8610 -2.7457
H: -0.4414 -2.7844 -2.6053
H: 0.0248 -1.4061 -3.3101
O: 2.0856 -3.0385 -0.7434
H: 2.3632 -2.3711 -0.0990
H: 1.9687 -2.4470 -1.5666
O: -2.1999 1.9595 2.8095
H: -2.2596 1.1334 2.3387
H: -1.3362 1.8267 3.2469
O: 0.0204 -0.6373 3.5174
H: -0.6436 -1.4625 3.4077
H: 0.0407 -0.5181 4.4629

Results
Spin multiplicity: 1
Charge: 0
SMILES string: CNC[C@H]1CCCN1.O.O.O.O.O.O.O.O.O
Energy in hartree: -1034.31690

Record 3
10 unconnected molecules or ions with the total composition C6H32NO10. Source: the Open Molecules 2025 dataset; level of theory: wB97M-V/def2-TZVPD.

CARTESIAN COORDINATES (ANGSTROEM)
C: -0.0840 -1.7740 -2.5422
C: 0.0617 -2.9063 -1.4601
C: -0.2332 -2.6454 -0.0455
C: 2.3790 -0.4885 1.8605
O: 1.3205 0.5270 1.9399
C: 1.8410 -1.6179 0.9882
C: 0.5704 -1.5223 0.5682
N: -0.5365 -0.4231 -1.9313
H: -0.7756 -2.0044 -3.3167
H: 0.8204 -1.5138 -3.1537
H: -0.7215 -3.6218 -1.8837
H: 1.1071 -3.3561 -1.4372
H: -0.0709 -3.5919 0.5492
H: -1.3034 -2.5102 0.0257
H: 3.1418 -0.1218 1.0911
H: 2.6053 -0.9919 2.7967
H: 1.6501 1.4208 2.1651
H: 2.3882 -2.5225 0.8237
H: -0.0657 -0.6098 0.7139
H: -1.0286 0.1466 -2.7342
H: 0.2965 0.0669 -1.7006
H: -1.1937 -0.6670 -1.1326
H: -1.0210 3.0462 0.8813
H: -2.0841 3.9213 0.3753
O: -1.5706 3.1311 0.0584
H: 0.9193 3.3091 -0.1429
H: 1.0152 4.4084 -1.3199
O: 1.3561 3.4645 -0.9388
H: -0.0898 3.4592 2.9327
H: -0.3822 2.0724 2.7612
O: -0.2078 2.9364 2.2894
H: -2.5191 0.6674 -0.0780
H: -3.2630 -0.6521 0.2340
O: -2.4447 -0.3635 -0.0430
H: 0.1516 0.1922 3.5893
H: -1.3700 0.3908 3.8491
O: -0.5082 0.7878 3.8883
H: -4.3106 -1.0876 2.6468
H: -3.0061 -2.1022 2.2788
O: -3.7793 -1.4912 1.9949
H: 3.0335 -1.0011 -2.6036
H: 3.5876 -2.2204 -2.4975
O: 2.7670 -1.8721 -2.5615
H: -1.6633 2.2932 -2.8040
H: -1.7819 2.3683 -1.2901
O: -1.7308 1.7554 -2.0933
H: 2.3674 1.7398 -1.6775
H: 2.1478 0.7797 -0.4744
O: 2.2180 0.7947 -1.4392

Results
Spin multiplicity: 1
Charge: +1
Energy in hartree: -1054.62969

Record 4
10 unconnected molecules or ions with the total composition C6H32O13. Source: the Open Molecules 2025 dataset; level of theory: wB97M-V/def2-TZVPD.

CARTESIAN COORDINATES (ANGSTROEM)
O: 4.4861 -0.1883 0.3178
C: 4.5021 0.9077 1.2198
C: 3.6451 0.5337 2.4168
O: 2.6331 -0.3873 2.0488
H: 3.6531 -0.7273 0.3828
H: 5.5661 1.1687 1.4228
H: 4.0621 1.8437 0.8498
H: 3.2441 1.3907 3.0198
H: 4.3241 0.0527 3.1128
H: 2.5561 -1.1283 2.6688
O: -1.1179 -0.4483 -2.0312
C: -1.0749 0.4637 -3.0242
C: -2.4359 1.0947 -3.2242
O: -2.7579 1.7447 -4.4242
H: -1.2469 0.0367 -1.2122
H: -0.3199 1.1857 -2.6132
H: -0.4759 0.0827 -3.8782
H: -2.5899 1.7567 -2.3382
H: -3.0599 0.2847 -2.9972
H: -2.5599 1.0377 -5.0502
O: -2.1769 -1.0603 0.6488
C: -3.4759 -1.1873 0.1568
C: -3.7969 -2.6753 -0.0972
O: -5.1059 -2.6843 -0.6822
H: -2.0609 -0.2363 1.1178
H: -4.1769 -0.9703 0.9318
H: -3.6289 -0.4823 -0.7182
H: -3.8389 -3.2163 0.8338
H: -3.0159 -3.2193 -0.5672
H: -5.0469 -2.4493 -1.5912
O: -1.4549 1.9047 -0.3052
H: -1.3009 2.7297 -0.7962
H: -0.6309 1.4577 -0.0492
O: 1.4381 -1.8783 -1.1432
H: 2.2721 -1.4753 -1.4392
H: 0.9781 -1.0523 -1.1112
O: 1.5291 3.0427 -0.6102
H: 2.1041 2.4447 -1.0552
H: 1.9401 3.8847 -0.6912
O: 0.0241 2.7317 2.3008
H: 0.8311 2.3717 2.5888
H: 0.3871 3.0247 1.4578
O: 0.5021 0.2907 0.4308
H: 0.8801 -0.3373 1.0668
H: 1.1211 0.9597 0.6688
O: -0.4209 -1.2453 3.3848
H: -0.8139 -1.9363 2.8108
H: -0.9779 -0.4923 3.2278
O: 2.6431 -3.1033 0.8498
H: 2.1481 -2.8343 0.0988
H: 2.0921 -3.0123 1.6168

Results
Spin multiplicity: 1
Charge: 0
SMILES string: OCCO.OCCO.OCCO.O.O.O.O.O.O.O
Energy in hartree: -1225.79673

Record 5
10 unconnected molecules or ions with the total composition C6H33NO10. Source: the Open Molecules 2025 dataset; level of theory: wB97M-V/def2-TZVPD.

CARTESIAN COORDINATES (ANGSTROEM)
C: 1.8543 -1.4534 -1.5371
N: 1.5944 -0.0191 -1.6502
C: 2.7361 0.8631 -1.5491
C: 3.3958 0.8617 -0.1655
O: 2.5373 1.6851 0.7165
C: 0.5630 -2.2059 -1.2536
C: 1.3349 -4.5090 -0.1585
C: 0.7373 -3.1069 -0.0283
H: 2.6017 -1.6826 -0.7634
H: 2.3516 -1.8187 -2.4463
H: 0.9977 0.1704 -0.8558
H: 2.4464 1.9038 -1.7113
H: 3.4957 0.6014 -2.2950
H: 4.3386 1.3936 -0.1474
H: 3.3182 -0.0933 0.3521
H: 1.7199 1.1911 0.8770
H: -0.3019 -1.6063 -0.9939
H: 0.3187 -2.8603 -2.0925
H: 2.0907 -4.6010 -0.9381
H: 0.5965 -5.2691 -0.4319
H: 1.6559 -4.8353 0.8315
H: -0.2624 -3.2576 0.3976
H: 1.1040 -2.6986 0.9059
H: -2.7234 3.4721 -0.1838
H: -1.4855 3.1708 0.6931
O: -2.4499 3.2052 0.7084
H: -3.6345 0.1664 -0.5855
H: -5.1248 0.1468 -0.5696
O: -4.3962 0.2253 -1.1919
H: -3.3609 2.2273 -2.4184
H: -4.1975 2.4129 -1.2122
O: -3.6866 2.9286 -1.8486
H: 0.0253 1.6891 -1.8689
H: -1.2468 1.8446 -2.5852
O: -0.8998 1.8461 -1.6889
H: 2.4188 -2.9323 1.8198
H: 2.5932 -2.5765 3.2865
O: 2.9704 -2.4132 2.4181
H: -0.1051 -0.1227 1.6898
H: -1.2191 0.4952 0.7551
O: -0.3004 0.1873 0.8003
H: -3.6288 0.3794 1.9189
H: -2.8452 1.7145 1.2008
O: -3.0177 0.7377 1.2725
H: 0.6902 3.8139 1.5215
H: 0.6666 3.2937 0.0244
O: 0.4587 4.0171 0.6196
H: -0.7419 -3.3292 3.9679
H: -1.6384 -3.5185 2.8253
O: -0.7956 -3.8494 3.1623

Results
<S²>: 0.751
Spin multiplicity: 2
Charge: -1
Energy in hartree: -1055.50664

Record 6
10 unconnected molecules or ions with the total composition C6H33NO10. Source: the Open Molecules 2025 dataset; level of theory: wB97M-V/def2-TZVPD.

CARTESIAN COORDINATES (ANGSTROEM)
C: -2.1347 0.8663 -3.2190
C: -1.5473 -0.3503 -2.5412
N: -1.2980 -0.0414 -1.1111
C: -0.8700 -1.1075 -0.2018
C: -1.9934 -1.9428 0.3935
C: -1.5022 -2.8711 1.5080
C: -2.6270 -3.3336 2.3964
O: -0.6390 -2.0755 2.3308
H: -1.3203 1.5507 -3.4603
H: -2.8169 0.6649 -4.0389
H: -2.6811 1.5334 -2.5416
H: -0.5663 -0.6278 -2.9191
H: -2.2464 -1.1949 -2.6064
H: -2.2274 0.2125 -0.7742
H: -0.2945 -1.8151 -0.8179
H: -0.1931 -0.7090 0.5411
H: -2.4739 -2.4965 -0.4137
H: -2.7859 -1.3082 0.8134
H: -1.0128 -3.7128 1.0288
H: -3.1761 -2.4737 2.7684
H: -2.2780 -3.8783 3.2791
H: -3.3553 -4.0613 2.0288
H: -0.0111 -2.6768 2.6925
O: 2.7382 0.5812 -2.8767
H: 2.5229 -0.3295 -3.1102
H: 1.9434 0.9520 -2.4789
O: 2.4994 -0.2564 1.0821
H: 3.4292 -0.2714 0.8235
H: 2.0674 0.2074 0.3510
O: 0.8316 2.0054 -0.9479
H: 0.5573 2.6710 -0.2825
H: 0.0410 1.4306 -0.9148
O: 1.4961 1.9382 3.0423
H: 1.6174 1.2867 2.3323
H: 2.3719 1.9754 3.4444
O: 1.1289 3.9112 1.0780
H: 1.1044 3.2602 1.8073
H: 2.0012 3.8274 0.6822
O: -1.5419 0.7007 2.9503
H: -0.9323 1.3423 2.5765
H: -1.2190 -0.1884 2.7739
O: 0.6335 -2.7609 -3.7518
H: 0.3965 -1.9967 -4.2717
H: -0.0024 -3.4528 -3.8602
O: -1.5337 3.1706 1.0129
H: -1.1391 4.0331 1.0256
H: -2.4718 3.2641 0.8423
O: 4.4979 -0.3158 -0.9201
H: 3.8196 -0.3188 -1.5789
H: 4.7161 0.6092 -0.8265

Results
Spin multiplicity: 1
Charge: 0
SMILES string: CCNCC[C@H](C)O.O.O.O.O.O.O.O.O.O
Energy in hartree: -1055.54993